# C69H162N10O17

10 unconnected molecules or ions with the total composition C69H162N10O17 at a distorted geometry (ωB97M-V/def2-TZVPD, the OMol25 dataset).

Last column: Mulliken charge in e.
Element x y z (Å)
1 C 3.99709 -10.50608 0.11420  -1.704
2 C 4.59809 -11.91814 0.41610  0.943
3 C 3.39580 -12.88685 0.31268  -1.728
4 C 5.62163 -12.11855 -0.69016  -1.037
5 C 6.88767 -11.34851 -0.40208  -0.686
6 C 7.49706 -11.71804 0.92594  -1.090
7 C 6.45922 -11.54172 2.11561  1.463
8 C 7.04445 -12.35100 3.30229  -2.006
9 C 6.44367 -10.06879 2.65263  -1.841
10 N 5.13967 -11.96060 1.79329  0.499
11 O 4.21517 -11.92676 2.77018  -0.459
12 H 4.75984 -9.73994 0.25329  0.380
13 H 3.47547 -10.50241 -0.84288  0.450
14 H 3.27644 -10.29460 0.90415  0.412
15 H 2.50828 -12.50955 0.82068  0.389
16 H 3.00619 -13.01383 -0.69736  0.392
17 H 3.55866 -13.83522 0.82471  0.391
18 H 5.84493 -13.18136 -0.78328  0.323
19 H 5.08367 -11.83808 -1.59571  0.473
20 H 7.59825 -11.53980 -1.20618  0.325
21 H 6.66812 -10.28695 -0.28808  0.310
22 H 8.21846 -10.93852 1.17098  0.453
23 H 7.85297 -12.74810 0.94588  0.413
24 H 8.13399 -12.35611 3.27085  0.448
25 H 6.79079 -13.41058 3.33484  0.448
26 H 6.86788 -11.93319 4.29343  0.439
27 H 5.65838 -9.88470 3.38580  0.362
28 H 6.34255 -9.26704 1.92115  0.367
29 H 7.39440 -9.77550 3.09780  0.506
30 H 4.51178 -12.64213 3.33750  0.367
31 C 2.12825 6.56862 -7.80900  -1.582
32 C 3.47087 7.30194 -7.63325  1.241
33 C 4.67720 6.33212 -8.10730  -2.104
34 C 3.58130 8.47472 -8.64206  -0.935
35 C 2.92241 9.72845 -7.91914  -0.851
36 C 3.52356 9.99558 -6.54890  -1.234
37 C 3.45232 8.84576 -5.55194  1.433
38 C 4.33315 9.27005 -4.43284  -1.908
39 C 1.99547 8.67740 -5.04438  -1.620
40 N 3.84102 7.57676 -6.27529  0.457
41 O 4.02262 6.51880 -5.37174  -0.460
42 H 2.18636 5.51188 -7.54821  0.377
43 H 1.31578 6.94434 -7.18704  0.287
44 H 1.76595 6.47236 -8.83251  0.354
45 H 4.72212 5.40101 -7.54239  0.565
46 H 4.52882 6.18663 -9.17731  0.449
47 H 5.66656 6.77671 -7.99949  0.422
48 H 4.62038 8.73217 -8.84737  0.409
49 H 3.09380 8.38467 -9.61279  0.425
50 H 3.32291 10.55618 -8.50443  0.372
51 H 1.84909 9.57064 -7.81346  0.337
52 H 2.90649 10.78432 -6.11855  0.447
53 H 4.43390 10.58857 -6.63697  0.487
54 H 5.30479 9.27426 -4.92680  0.481
55 H 4.21917 8.53570 -3.63544  0.366
56 H 4.18962 10.31544 -4.15961  0.362
57 H 1.86554 7.82068 -4.38314  0.348
58 H 1.38805 8.40316 -5.90690  0.298
59 H 1.57629 9.54392 -4.53297  0.420
60 H 4.82536 6.15473 -5.75207  0.357
61 C -2.16201 -3.36002 11.43350  -1.659
62 C -0.70010 -2.84304 11.71523  1.654
63 C -0.10013 -2.51407 10.35511  -1.982
64 C -0.91468 -1.66361 12.61503  -1.424
65 C -1.33857 -1.85785 14.02182  -0.564
66 C -0.27577 -2.81944 14.63592  -1.508
67 C -0.06510 -4.13363 13.90021  1.720
68 C 1.25185 -4.77076 14.34595  -2.050
69 C -1.27772 -5.09189 14.28929  -1.631
70 N 0.04405 -3.88703 12.46893  0.360
71 O 0.21101 -5.01025 11.69061  -0.486
72 H -2.03875 -3.96839 10.53751  0.331
73 H -2.82711 -2.50708 11.29849  0.392
74 H -2.67545 -3.91117 12.22134  0.383
75 H -0.07609 -3.39513 9.71382  0.428
76 H 0.94310 -2.22620 10.48514  0.468
77 H -0.38804 -1.57145 9.88963  0.359
78 H 0.00148 -1.09431 12.45803  0.375
79 H -1.65383 -0.96246 12.22756  0.486
80 H -2.34594 -2.26564 14.10558  0.259
81 H -1.39184 -0.83849 14.40413  0.387
82 H -0.61992 -3.11329 15.62754  0.474
83 H 0.67714 -2.32301 14.81928  0.438
84 H 1.21222 -5.80454 14.00272  0.460
85 H 2.10438 -4.24033 13.92177  0.432
86 H 1.40775 -4.99109 15.40200  0.407
87 H -0.96423 -6.00850 14.78893  0.441
88 H -2.16000 -4.61202 14.71288  0.282
89 H -1.48591 -5.56342 13.32887  0.428
90 H 1.03215 -4.86728 11.21430  0.342
91 C -8.44095 15.70567 -8.45433  -0.725
92 O -9.32501 15.18440 -9.41717  -0.405
93 C -9.21443 13.80566 -9.66898  -0.651
94 C -9.20876 12.96488 -8.34557  -0.365
95 N -9.02133 11.50908 -8.60076  -0.312
96 C -8.93610 10.59938 -7.41696  -0.600
97 C -8.61751 9.14659 -7.95721  -0.519
98 O -7.58853 9.16660 -8.98159  -0.348
99 C -7.31244 7.86010 -9.43916  -0.820
100 H -8.05288 16.64726 -8.84281  0.276
101 H -7.58710 15.05728 -8.25776  0.344
102 H -8.96312 15.82372 -7.50486  0.255
103 H -8.17970 13.70565 -9.99677  0.423
104 H -9.89464 13.37999 -10.40668  0.399
105 H -10.13946 13.07693 -7.78940  0.190
106 H -8.35927 13.28152 -7.74042  0.290
107 H -8.38000 11.19249 -9.31389  0.259
108 H -9.94060 10.66515 -6.99893  0.337
109 H -8.05512 10.91222 -6.85650  0.333
110 H -9.58097 8.74354 -8.26926  0.350
111 H -8.23376 8.65410 -7.06374  0.364
112 H -8.11270 7.61924 -10.13893  0.328
113 H -7.11861 6.99724 -8.80198  0.311
114 H -6.46113 7.84682 -10.11974  0.284
115 C -12.45387 -1.84413 -7.41205  -0.596
116 O -11.60596 -0.77137 -7.64757  -0.358
117 C -10.30809 -1.00305 -8.32973  -0.669
118 C -10.43588 -0.72037 -9.83424  -0.555
119 N -11.05880 0.55325 -10.27810  -0.405
120 C -11.38079 0.73962 -11.68155  -0.643
121 C -12.55748 1.61566 -12.09047  -0.587
122 O -13.72789 0.84839 -11.79052  -0.299
123 C -14.89662 1.71471 -11.94783  -0.806
124 H -11.75531 -2.52271 -6.92253  0.287
125 H -12.78243 -2.24040 -8.37284  0.236
126 H -13.27615 -1.64299 -6.72539  0.236
127 H -9.70285 -1.84906 -8.00405  0.461
128 H -9.76293 -0.09792 -8.06206  0.260
129 H -11.01562 -1.54092 -10.25698  0.326
130 H -9.49149 -0.78427 -10.37475  0.383
131 H -11.82423 0.73791 -9.64556  0.287
132 H -11.80430 -0.23016 -11.94282  0.357
133 H -10.50201 0.67229 -12.32289  0.408
134 H -12.51260 1.58598 -13.17915  0.401
135 H -12.41441 2.62810 -11.71285  0.372
136 H -15.04307 2.38985 -11.10471  0.318
137 H -15.78629 1.10326 -11.79709  0.276
138 H -15.00274 2.24253 -12.89559  0.311
139 C 2.47500 8.97445 4.33873  -0.847
140 O 1.48257 8.08181 3.72902  -0.402
141 C 0.98216 7.21666 4.68150  -0.538
142 C 1.94853 6.10449 5.18895  -0.582
143 N 1.15778 5.00370 5.62774  -0.438
144 C 0.19145 5.32387 6.72691  -0.848
145 C 1.00820 5.68442 7.97495  -0.368
146 O 1.90590 4.77905 8.53917  -0.341
147 C 2.32592 5.22902 9.87329  -0.726
148 H 3.45667 8.63715 4.67137  0.313
149 H 2.12960 9.61553 5.14979  0.337
150 H 2.68808 9.73272 3.58526  0.316
151 H 0.07289 6.75521 4.29628  0.412
152 H 0.57496 7.65697 5.59167  0.306
153 H 2.62848 6.35397 6.00352  0.348
154 H 2.65077 5.88136 4.38573  0.436
155 H 1.80009 4.27553 5.90577  0.312
156 H -0.45054 4.46475 6.92151  0.383
157 H -0.52962 6.10362 6.48165  0.341
158 H 0.29738 6.01041 8.73427  0.402
159 H 1.55658 6.58411 7.69577  0.319
160 H 2.67347 6.25474 9.75002  0.329
161 H 3.12583 4.55075 10.17026  0.246
162 H 1.57920 5.17383 10.66541  0.289
163 C -2.40545 0.22791 -2.67525  -0.770
164 O -1.90495 0.13620 -1.36507  -0.252
165 C -0.84408 1.03096 -1.07929  -0.465
166 C -0.03274 0.84017 0.19426  -0.970
167 N 0.54857 -0.40582 0.55444  -0.225
168 C -0.39424 -1.49059 0.86919  -0.457
169 C 0.17935 -2.89596 1.08334  -0.550
170 O 0.84712 -3.01713 2.33936  -0.315
171 C 1.03627 -4.34293 2.82771  -0.738
172 H -3.12834 -0.58787 -2.67945  0.219
173 H -1.71128 0.21523 -3.51553  0.332
174 H -2.94402 1.15622 -2.86573  0.311
175 H -1.21349 2.05605 -1.10801  0.384
176 H -0.28902 0.99821 -2.01681  0.384
177 H -0.61873 1.03457 1.09255  0.339
178 H 0.73519 1.60779 0.28987  0.470
179 H 1.35373 -0.72118 0.03256  0.245
180 H -1.13251 -1.56512 0.07075  0.275
181 H -0.92409 -1.01289 1.69330  0.248
182 H 0.85331 -3.17268 0.27260  0.307
183 H -0.58693 -3.66552 1.17659  0.379
184 H 1.67776 -4.41725 3.70581  0.272
185 H 1.46496 -4.91700 2.00627  0.305
186 H 0.15696 -4.88715 3.17233  0.271
187 C 9.06723 -4.76083 -6.95905  -0.771
188 O 8.05175 -3.82396 -7.24924  -0.305
189 C 8.33302 -2.63701 -6.52224  -0.699
190 C 7.07099 -1.75510 -6.37730  -0.693
191 N 6.12120 -2.65827 -5.62205  -0.250
192 C 4.90723 -2.08139 -5.13150  -0.709
193 C 3.84428 -3.24078 -4.79103  -0.603
194 O 3.60357 -4.08988 -5.91030  -0.332
195 C 2.64862 -5.05007 -5.60745  -0.756
196 H 9.99748 -4.55702 -7.48932  0.310
197 H 8.63451 -5.68312 -7.34665  0.245
198 H 9.36322 -4.93837 -5.92514  0.343
199 H 9.16942 -2.02314 -6.85642  0.498
200 H 8.67330 -2.85492 -5.50990  0.338
201 H 6.74597 -1.37224 -7.34471  0.412
202 H 7.47911 -0.95982 -5.75356  0.331
203 H 5.85978 -3.52006 -6.07930  0.290
204 H 4.65913 -1.27479 -5.82139  0.388
205 H 5.07978 -1.58462 -4.17675  0.259
206 H 2.92134 -2.74970 -4.48260  0.470
207 H 4.15936 -3.67362 -3.84157  0.360
208 H 1.73149 -4.55365 -5.29038  0.310
209 H 2.92501 -5.83400 -4.90235  0.304
210 H 2.33966 -5.56369 -6.51786  0.261
211 C -4.99296 -0.93987 3.28646  -0.646
212 O -6.24491 -1.71523 3.35816  -0.367
213 C -6.20305 -3.04349 2.82711  -0.543
214 C -5.79349 -4.11957 3.87287  -0.501
215 N -5.78090 -5.50094 3.24326  -0.393
216 C -5.23078 -6.38961 4.31120  -0.497
217 C -4.84502 -7.67597 3.56494  -0.439
218 O -4.00091 -8.39579 4.40505  -0.300
219 C -3.78520 -9.76492 4.27178  -0.769
220 H -4.53549 -0.96523 2.29743  0.268
221 H -4.22852 -1.29875 3.97564  0.271
222 H -5.38807 0.07042 3.39265  0.287
223 H -5.59972 -3.15575 1.92628  0.357
224 H -7.21910 -3.29483 2.52286  0.307
225 H -6.40353 -3.99119 4.76699  0.264
226 H -4.81034 -3.80543 4.22335  0.332
227 H -6.76170 -5.71493 3.13233  0.272
228 H -5.93409 -6.56287 5.12571  0.283
229 H -4.33288 -6.04754 4.82586  0.385
230 H -4.22017 -7.41488 2.71084  0.283
231 H -5.72537 -8.18873 3.17742  0.293
232 H -2.85055 -9.88695 4.81917  0.238
233 H -3.46986 -10.06520 3.27252  0.306
234 H -4.64538 -10.18129 4.79600  0.311
235 C 9.51781 3.45577 6.24934  -0.792
236 O 9.28561 2.07801 6.47093  -0.303
237 C 8.01461 1.90104 7.03990  -0.728
238 C 7.58764 0.44994 6.75355  -0.677
239 N 7.38392 0.21781 5.34370  -0.344
240 C 6.76647 -1.06126 5.25558  -0.497
241 C 6.97912 -1.36281 3.78275  -0.704
242 O 8.31492 -1.78967 3.59103  -0.323
243 C 8.77159 -1.96245 2.30566  -0.797
244 H 9.53188 3.99063 7.19899  0.310
245 H 8.82747 3.90219 5.53364  0.324
246 H 10.49511 3.63663 5.80183  0.256
247 H 7.20984 2.62603 6.91799  0.450
248 H 8.06483 1.86859 8.12825  0.397
249 H 6.70635 0.34326 7.38604  0.392
250 H 8.39797 -0.09404 7.23889  0.358
251 H 8.25138 0.08583 4.84349  0.276
252 H 5.69136 -1.02336 5.43109  0.362
253 H 7.17178 -1.82782 5.91605  0.340
254 H 6.74113 -0.51871 3.13547  0.372
255 H 6.38782 -2.26497 3.62598  0.437
256 H 8.77532 -1.02405 1.75114  0.317
257 H 8.32158 -2.75354 1.70583  0.312
258 H 9.78762 -2.35714 2.30848  0.263

HOMO level (Eh): -0.28055
Energy above the lowest of the compared OMol25 structures with the same formula, charge and spin (eV): 10.029
Structure (SMILES): CC1(C)CCCC(C)(C)N1O.CC1(C)CCCC(C)(C)N1O.CC1(C)CCCC(C)(C)N1O.COCCNCCOC.COCCNCCOC.COCCNCCOC.COCCNCCOC.COCCNCCOC.COCCNCCOC.COCCNCCOC
Energy (hartree): -4551.9077
Largest force on an atom (eV/A): 4.80